(1)
Formula: C2N4S
Source: the OMol25 dataset
Level of theory: ωB97M-V/def2-TZVPD

XYZ file:
```
7
Properties=species:S:1:pos:R:3:forces:R:3:nbo_charge:R:1
N 2.8735 0.1232 1.5352 2.3 -0.6 -0.4 0.025
N 1.8241 0.4509 1.6104 2.5 -0.9 -0.1 -0.150
S 0.4071 0.8518 1.8063 -4.8 1.4 0.6 0.127
N -2.3952 -1.7721 -0.7546 1.2 1.8 -0.7 -0.183
C -1.7401 -0.8692 -1.0933 -0.5 -0.5 0.1 0.182
C -0.8931 0.2142 -1.4735 -0.8 -1.6 0.8 0.183
N -0.0763 1.0012 -1.6305 0.1 0.4 -0.3 -0.184
```
Positions in Å, forces in eV/Å.

Output
Total charge   0

---

(2)
Formula: C17H24N2O3S2
Source: the OMol25 dataset
Level of theory: ωB97M-V/def2-TZVPD

XYZ file:
```
48
Properties=species:S:1:pos:R:3:forces:R:3:nbo_charge:R:1
C -6.7604 -2.6237 -0.7615 0.9 -1.0 -1.3 -0.413
C -6.0438 -1.4699 -0.7499 -1.5 -1.7 1.1 -0.183
C -5.4908 -0.8129 0.5058 -7.9 -5.3 0.5 -0.289
N -4.2013 -0.5728 0.3691 -2.2 -2.5 1.2 -0.552
C -3.8052 0.5505 0.1295 -3.8 8.9 2.2 0.393
S -4.8816 1.9518 0.4861 0.9 -0.9 -1.1 -0.425
N -2.5954 0.8553 0.2237 8.9 7.6 -2.2 -0.617
C -1.4291 0.2180 -0.2042 -1.8 0.7 1.2 0.066
C -0.1889 0.7255 -0.4347 1.0 -1.2 -0.5 -0.237
C 0.8880 -0.3832 -0.4350 2.2 10.7 -1.3 -0.099
C 0.2701 -1.3753 -0.2345 -5.2 -16.6 1.0 -0.132
S -1.4890 -1.4439 -0.0567 2.4 -1.5 -0.1 0.364
C 1.1407 -3.0202 -0.3926 5.7 15.0 10.3 0.053
O 2.4501 -2.5276 -0.6948 -3.0 -8.5 -3.8 -0.534
C 3.0675 -1.4596 -0.3519 0.9 0.0 8.9 0.252
C 4.3926 -1.5056 -0.7428 3.0 -0.7 -5.6 -0.637
H 5.0106 -0.6896 -0.6730 0.5 3.0 0.2 0.231
H 4.3135 -1.7145 -1.8517 0.4 0.4 0.5 0.207
H 5.1604 -2.1710 -0.5066 0.1 -2.4 1.6 0.238
C 3.1349 -1.4596 1.4319 2.2 -3.1 -5.2 -0.471
C 4.0894 -0.5202 1.8537 0.5 4.8 7.0 -0.603
H 3.7718 0.6026 1.8262 0.6 -1.9 -0.7 0.216
H 5.1534 -0.6055 1.6996 0.1 -0.4 -0.5 0.217
H 4.0169 -0.5453 3.2016 0.5 -0.1 -3.5 0.178
H 2.1671 -1.1599 1.4877 -2.9 0.0 1.8 0.212
H 3.5506 -2.4988 1.5746 -1.4 0.8 0.3 0.216
C 2.3243 -0.3700 -0.6830 -1.0 9.8 1.9 -0.402
H 2.7344 0.8553 -0.1990 -0.8 -4.1 -0.9 0.226
H 2.3912 -0.0719 -1.6410 0.7 0.7 -3.9 0.228
H 0.7173 -3.5962 -0.9113 -5.3 -8.2 -8.3 0.141
H 1.1274 -3.1959 0.6701 -0.1 -1.1 0.2 0.179
C 0.0456 2.1070 -0.6252 -2.0 1.7 2.6 0.775
O -0.7756 3.0044 -0.3500 0.8 -1.2 -1.0 -0.641
O 1.3112 2.3318 -0.8396 1.9 3.4 -0.6 -0.480
C 1.5810 3.7831 -0.9818 4.4 -1.2 5.6 -0.033
C 1.9047 4.7387 0.3870 -1.9 -16.4 -1.5 -0.581
H 0.9884 4.5125 0.7843 -2.2 0.2 2.1 0.218
H 2.1347 5.5932 0.4448 3.2 12.1 -0.6 0.178
H 2.6509 4.0847 0.9029 -0.4 0.8 0.0 0.190
H 2.3883 4.0074 -1.5227 3.2 -0.6 -2.7 0.180
H 0.8526 4.2456 -1.3410 -6.6 3.2 -3.4 0.176
H -2.4050 2.0577 0.2126 -0.7 -4.1 -0.1 0.502
H -3.7234 -1.3401 0.2104 3.2 -4.4 -0.7 0.392
H -6.2384 -0.1293 0.8263 0.6 1.9 -0.2 0.290
H -5.8538 -1.5698 1.2715 1.7 0.2 -0.1 0.204
H -5.8981 -0.8932 -1.6250 0.0 0.4 -1.1 0.201
H -7.1199 -3.0929 -1.7392 0.4 1.1 1.3 0.204
H -6.8296 -3.4068 0.0493 0.0 1.6 -0.4 0.200
```
Positions in Å, forces in eV/Å.

Output
Total charge   0

---

no.,LUMO energy (eV)
1,-0.2
2,0.0